Entry from OMol25: 7 unconnected molecules or ions with the total composition C84H186F3NO5P5 at a distorted geometry (ωB97M-V/def2-TZVPD).

```
284
Properties=species:S:1:pos:R:3:forces:R:3
C -7.894 -0.558 6.053 -1.344 0.334 -0.220
C -8.234 0.034 4.668 1.370 0.196 0.594
C -8.178 1.563 4.688 -0.764 -0.141 -0.860
C -8.591 2.055 3.250 1.080 -0.372 1.355
P -10.278 2.584 3.050 -1.826 0.146 0.060
C -10.401 2.975 1.308 0.077 1.353 1.048
C -9.954 1.975 0.299 0.690 0.266 0.509
C -10.293 2.476 -1.055 -0.096 0.457 -1.792
C -9.559 3.776 -1.528 0.279 -1.116 1.442
C -10.737 4.142 3.946 0.773 -0.937 -0.311
C -10.506 4.171 5.439 -2.043 1.127 1.567
C -11.475 5.298 6.106 2.035 -0.302 0.763
C -11.237 6.722 5.659 0.400 0.601 -1.357
C -11.541 1.246 3.441 0.845 0.675 0.574
C -12.945 1.484 2.919 -0.413 0.422 -0.474
C -13.970 0.606 3.686 0.268 0.450 -0.887
C -15.396 0.579 3.067 0.204 -0.280 0.478
H -6.989 -0.184 6.530 0.202 -0.164 -0.447
H -7.985 -1.643 6.102 0.380 0.033 -0.139
H -8.710 -0.186 6.673 -0.033 -0.075 0.435
H -9.215 -0.285 4.316 -0.147 -0.067 0.267
H -7.540 -0.279 3.887 0.192 -0.279 0.030
H -7.208 2.018 4.887 0.205 -0.550 0.084
H -8.816 1.945 5.485 -0.289 0.093 -0.123
H -8.420 1.254 2.531 -0.278 -0.283 0.023
H -7.794 2.750 2.985 -0.729 0.870 -0.407
H -9.663 3.777 1.326 0.061 0.453 -0.361
H -11.335 3.472 1.044 -0.287 -0.203 0.230
H -10.388 0.994 0.492 0.220 -0.176 -0.148
H -8.865 1.994 0.343 0.175 -0.819 0.178
H -11.378 2.557 -1.127 -0.097 0.035 -0.301
H -9.933 1.698 -1.729 -0.464 -0.075 -0.382
H -9.873 4.123 -2.512 0.106 -0.052 0.238
H -8.508 3.488 -1.490 0.264 0.103 -0.727
H -9.549 4.566 -0.777 -0.683 0.303 -0.218
H -11.801 4.317 3.782 0.006 -0.046 -0.430
H -10.139 4.906 3.449 -0.180 0.239 -0.090
H -9.475 4.306 5.767 -0.019 0.225 -0.304
H -10.883 3.283 5.946 0.186 -0.445 -0.259
H -11.163 5.376 7.148 -0.315 -0.877 0.286
H -12.530 5.026 6.079 0.144 -0.263 -0.169
H -12.064 7.075 5.044 0.197 0.291 -0.061
H -10.314 6.785 5.082 -0.043 -0.090 -0.517
H -11.002 7.468 6.418 -0.634 -0.311 0.470
H -11.687 1.178 4.519 0.739 -0.161 0.262
H -11.138 0.312 3.050 0.023 -0.111 0.172
H -12.903 1.311 1.844 -0.540 -0.131 -0.121
H -13.248 2.521 3.063 0.070 0.213 -0.112
H -13.973 0.997 4.703 -0.281 -0.034 0.128
H -13.492 -0.371 3.750 -0.500 -0.393 -0.031
H -15.932 1.528 3.086 0.490 0.334 -0.068
H -16.065 -0.064 3.638 0.240 -0.274 0.104
H -15.415 0.206 2.043 0.230 0.042 -0.012
C -6.759 -3.273 -2.532 1.170 -1.244 1.313
C -5.210 -3.196 -2.164 -1.871 0.332 -0.797
C -4.365 -3.124 -3.432 1.535 -0.242 -0.272
C -4.527 -4.224 -4.534 -0.367 0.432 0.788
P -3.323 -4.202 -5.928 -0.390 -0.122 -0.405
C -3.381 -2.629 -6.916 -0.856 -1.298 1.560
C -4.793 -2.348 -7.543 -0.113 -1.497 0.530
C -4.983 -0.968 -8.040 1.356 1.928 1.255
C -4.793 0.150 -6.994 0.668 0.211 0.105
C -1.617 -4.513 -5.353 0.094 -0.561 0.944
C -1.188 -5.976 -4.767 -1.649 1.037 -2.043
C -0.269 -5.964 -3.623 1.466 -0.432 1.854
C 1.055 -5.305 -3.941 -0.399 1.136 -0.403
C -3.780 -5.423 -7.146 -1.329 -0.615 -0.169
C -4.148 -6.845 -6.699 1.505 0.081 -0.226
C -4.583 -7.800 -7.810 -0.362 -0.077 -0.096
C -4.972 -9.108 -7.180 0.516 -1.110 -0.066
H -7.209 -2.596 -3.258 0.579 0.247 0.043
H -7.310 -3.221 -1.593 -0.195 0.239 -0.086
H -6.911 -4.301 -2.860 -0.317 -0.001 -0.332
H -4.926 -4.009 -1.494 -0.206 -0.536 -0.417
H -5.053 -2.347 -1.499 0.278 0.452 -0.550
H -3.323 -3.260 -3.145 0.246 0.578 0.265
H -4.463 -2.131 -3.873 -0.010 0.028 -0.081
H -5.564 -4.196 -4.869 0.096 -0.203 -0.606
H -4.386 -5.189 -4.048 0.019 -0.253 -0.051
H -2.502 -2.767 -7.545 -0.158 0.679 -0.332
H -3.198 -1.984 -6.057 0.360 0.949 -0.530
H -5.553 -2.622 -6.812 -0.085 -0.021 0.289
H -5.011 -2.961 -8.418 0.399 -0.554 0.135
H -5.957 -0.737 -8.472 0.250 -0.679 -0.600
H -4.114 -0.910 -8.695 -0.511 0.781 -0.926
H -5.565 0.190 -6.225 -0.317 0.088 -0.281
H -4.683 1.102 -7.513 -0.638 0.128 0.020
H -3.859 0.145 -6.432 0.247 -0.591 -0.028
H -1.477 -3.743 -4.594 0.171 0.047 0.301
H -0.943 -4.210 -6.154 -0.075 -0.093 -0.171
H -0.678 -6.479 -5.589 -0.100 -0.049 -0.191
H -2.081 -6.572 -4.578 -0.061 0.100 0.204
H 0.026 -6.981 -3.362 -0.603 -0.395 -0.061
H -0.689 -5.551 -2.706 -0.250 0.161 -0.040
H 1.868 -5.454 -3.230 -0.205 -0.357 -0.057
H 0.874 -4.231 -3.965 0.335 0.230 -0.243
H 1.318 -5.632 -4.947 0.554 0.064 0.038
H -3.007 -5.435 -7.914 0.173 -0.025 0.009
H -4.666 -5.005 -7.622 -0.058 0.219 -0.163
H -4.803 -6.882 -5.828 -0.467 0.249 -0.274
H -3.211 -7.241 -6.307 0.055 -0.432 0.079
H -3.822 -8.021 -8.558 0.625 0.299 0.312
H -5.391 -7.477 -8.466 -0.377 0.608 0.448
H -4.122 -9.568 -6.676 0.224 0.212 0.283
H -5.167 -9.842 -7.962 -0.651 0.020 0.100
H -5.764 -9.043 -6.434 -0.232 0.013 -0.320
C 8.990 1.548 -10.713 -0.880 -0.260 0.670
C 7.656 1.076 -11.352 1.757 0.064 -1.147
C 6.556 0.719 -10.415 -1.038 0.894 0.510
C 5.929 1.991 -9.795 -1.155 0.040 0.775
P 4.544 1.609 -8.595 -0.440 0.614 0.026
C 3.860 3.106 -7.741 0.912 -0.488 -0.068
C 4.948 4.048 -7.099 -2.290 -1.302 -0.462
C 4.194 5.305 -6.646 0.686 -0.030 -0.601
C 5.170 6.413 -6.408 0.623 0.997 0.085
C 3.112 0.771 -9.439 1.171 1.448 -0.622
C 2.471 1.643 -10.555 0.014 -0.585 -0.013
C 1.446 0.844 -11.388 -1.125 1.221 -0.428
C 2.034 -0.287 -12.211 0.774 -0.249 1.483
C 5.177 0.441 -7.374 0.387 0.036 0.469
C 6.349 0.903 -6.432 -0.332 -0.371 -1.332
C 7.003 -0.261 -5.722 0.077 -0.674 0.014
C 7.885 -1.217 -6.568 -0.855 0.244 -0.185
H 8.926 2.374 -10.004 -0.431 0.415 -0.250
H 9.767 1.816 -11.430 -0.115 -0.371 0.006
H 9.269 0.731 -10.049 0.660 -0.212 -0.275
H 7.912 0.188 -11.930 0.077 -0.324 0.144
H 7.321 1.721 -12.164 -0.239 0.521 0.304
H 6.877 0.060 -9.608 0.221 -0.091 -0.052
H 5.790 0.198 -10.989 -0.145 -0.136 0.081
H 5.498 2.694 -10.508 -0.101 -0.274 -0.479
H 6.638 2.634 -9.273 0.252 -0.344 0.311
H 3.142 2.749 -7.001 0.074 -0.269 0.233
H 3.232 3.651 -8.446 0.267 0.080 -0.313
H 5.695 4.150 -7.886 0.277 0.730 0.411
H 5.339 3.528 -6.224 0.388 0.193 -0.173
H 3.558 5.078 -5.790 0.143 -0.041 0.121
H 3.530 5.676 -7.426 -0.150 -0.330 -0.218
H 4.655 7.368 -6.303 0.088 0.008 0.414
H 5.815 6.553 -7.276 -0.060 -0.111 -0.264
H 5.875 6.252 -5.593 -0.289 -0.005 0.304
H 2.366 0.518 -8.686 0.244 -0.482 0.007
H 3.646 -0.038 -9.937 -0.562 -0.675 0.287
H 3.252 1.989 -11.233 0.122 0.100 -0.064
H 1.992 2.528 -10.136 -0.042 -0.053 0.069
H 0.919 1.540 -12.040 0.354 0.384 -0.254
H 0.606 0.574 -10.749 0.168 -0.654 0.289
H 1.487 -0.732 -13.042 -0.199 0.449 0.194
H 2.218 -1.052 -11.457 0.162 -0.641 -0.380
H 3.025 0.044 -12.521 0.027 -0.129 -0.506
H 5.439 -0.478 -7.900 0.240 0.016 -0.241
H 4.300 0.145 -6.798 -0.082 0.121 0.355
H 5.954 1.616 -5.709 0.185 -0.032 -0.074
H 7.171 1.334 -7.002 -0.268 0.664 -0.294
H 6.163 -0.811 -5.298 0.425 -0.225 0.812
H 7.675 0.204 -5.002 -0.349 -0.295 0.531
H 7.313 -2.005 -7.058 -0.282 0.163 -0.223
H 8.601 -1.789 -5.977 0.151 0.472 0.135
H 8.375 -0.626 -7.342 0.399 -0.184 -0.020
C 9.225 -9.241 9.125 0.552 -1.224 -0.161
C 9.230 -7.767 9.329 -0.208 1.076 -0.447
C 9.465 -6.990 8.005 -0.691 0.948 0.154
C 9.442 -5.437 8.164 1.162 -0.174 -0.731
P 9.460 -4.564 6.461 -2.052 -0.645 2.004
C 10.359 -5.428 5.132 1.103 0.721 -0.026
C 9.596 -6.526 4.448 -0.878 -2.537 -0.084
C 10.397 -7.857 4.093 0.302 1.208 -0.148
C 11.347 -7.603 2.895 0.020 0.389 1.369
C 9.915 -2.810 6.554 -0.660 -0.048 0.640
C 9.052 -1.964 7.537 -0.790 -0.435 0.045
C 9.491 -0.544 7.787 0.846 0.519 1.042
C 10.747 -0.443 8.633 1.354 0.152 -0.834
C 7.640 -4.656 6.023 0.876 0.896 -1.410
C 7.314 -3.803 4.733 -0.354 -0.566 0.617
C 5.832 -4.022 4.336 1.113 -0.464 1.773
C 5.305 -3.167 3.250 -0.417 0.132 -1.104
H 10.034 -9.590 8.483 0.414 0.200 0.098
H 8.355 -9.659 8.620 -0.378 0.267 0.373
H 9.388 -9.702 10.100 -0.319 -0.374 -0.153
H 9.950 -7.498 10.102 0.568 0.087 -0.358
H 8.306 -7.487 9.834 -0.390 0.278 -0.432
H 8.697 -7.170 7.252 -0.436 -0.678 0.285
H 10.370 -7.315 7.493 0.334 0.046 0.347
H 10.285 -5.125 8.781 0.315 0.178 -0.240
H 8.579 -5.084 8.727 -0.327 -0.030 -0.401
H 11.339 -5.756 5.479 -0.040 -0.278 0.531
H 10.676 -4.662 4.424 -0.287 0.328 -0.114
H 9.057 -6.161 3.574 0.209 0.081 -0.140
H 8.803 -6.856 5.119 -0.037 -0.140 -0.045
H 9.785 -8.740 3.911 -0.689 0.482 -0.378
H 10.909 -8.203 4.991 0.545 0.410 0.107
H 10.766 -7.297 2.025 0.177 -0.641 -0.255
H 12.067 -8.415 2.791 -0.431 -0.163 -0.627
H 11.980 -6.743 3.110 0.071 0.223 0.158
H 9.793 -2.555 5.501 0.301 0.693 0.001
H 10.940 -2.698 6.908 0.224 -0.185 -0.481
H 9.019 -2.450 8.512 0.349 -0.268 0.136
H 7.988 -1.873 7.320 -0.056 -0.555 -0.841
H 8.724 -0.070 8.400 -0.379 0.164 -0.479
H 9.687 0.041 6.888 -0.445 -0.108 -0.193
H 11.160 0.566 8.606 -0.463 0.285 0.505
H 11.565 -0.934 8.106 0.160 -0.607 0.146
H 10.708 -0.820 9.655 -0.265 0.042 -0.106
H 6.952 -4.302 6.791 0.518 0.028 0.419
H 7.439 -5.718 5.883 -0.150 0.080 -0.127
H 7.969 -4.005 3.886 0.058 -0.487 -0.056
H 7.538 -2.759 4.953 -0.365 0.204 0.192
H 5.210 -3.916 5.225 0.010 0.612 0.332
H 5.683 -5.095 4.215 0.192 -0.146 -0.897
H 5.253 -2.100 3.469 -0.139 -0.074 0.453
H 4.309 -3.554 3.034 -0.112 0.418 -0.331
H 5.896 -3.203 2.335 0.039 -0.353 -0.094
C 5.548 4.677 4.221 -1.340 0.019 1.264
C 4.760 3.364 4.568 2.120 0.396 -0.497
C 3.269 3.392 4.560 -1.230 0.633 -0.094
C 2.590 4.287 5.668 1.556 -0.694 -0.097
P 0.867 4.701 5.450 -2.271 -1.791 -1.578
C 0.158 5.259 7.023 -0.759 -0.147 0.124
C -1.346 5.747 7.116 -0.345 -0.866 0.917
C -2.473 4.628 7.141 0.958 0.970 -2.997
C -2.396 3.721 8.295 -0.159 0.057 1.871
C -0.002 3.079 4.787 1.102 1.176 1.055
C 0.235 1.957 5.802 -0.498 -1.053 0.108
C -0.970 0.988 5.943 1.066 0.348 -0.223
C -0.706 -0.117 6.964 -0.846 0.172 -0.487
C 0.603 6.033 4.273 -1.001 -0.477 -0.170
C 0.722 5.740 2.767 1.747 -0.090 0.439
C 0.322 6.954 1.969 -0.103 0.017 -1.484
C 0.435 6.768 0.421 -0.274 1.004 0.656
H 6.336 4.838 4.956 0.414 -0.234 -0.463
H 4.881 5.509 4.450 -0.054 0.366 -0.453
H 5.880 4.736 3.185 0.039 -0.016 0.250
H 5.166 2.963 5.497 -0.163 -0.091 0.138
H 5.090 2.697 3.771 -0.271 -0.546 0.195
H 2.908 2.367 4.639 -0.165 0.047 0.105
H 2.973 3.739 3.570 -0.265 0.102 -0.062
H 3.199 5.180 5.812 -0.249 0.424 -0.251
H 2.730 3.788 6.627 -0.348 -0.247 0.159
H 0.881 6.028 7.296 -0.188 0.428 0.235
H 0.308 4.471 7.760 0.079 -0.151 -0.029
H -1.571 6.618 6.500 0.017 -0.421 -0.458
H -1.513 6.118 8.127 0.768 0.426 0.224
H -2.448 4.067 6.207 0.310 -0.264 -0.216
H -3.434 5.122 6.997 -0.034 0.228 0.638
H -3.162 2.946 8.317 0.155 -0.098 -0.252
H -2.572 4.317 9.191 -0.144 0.018 0.299
H -1.413 3.294 8.490 0.053 -0.323 -0.409
H 0.421 2.800 3.822 0.158 0.306 -0.022
H -1.064 3.255 4.616 0.029 0.343 0.186
H 0.490 2.283 6.810 -0.219 0.471 0.161
H 1.104 1.352 5.542 0.101 0.041 -0.350
H -1.213 0.510 4.994 0.135 0.215 -0.263
H -1.840 1.583 6.218 -0.135 -0.107 0.186
H -0.689 0.321 7.962 -0.025 -0.412 0.135
H 0.169 -0.744 6.789 0.295 0.424 -0.114
H -1.544 -0.795 6.803 -0.128 -0.158 0.785
H 1.191 6.860 4.673 0.261 0.248 -0.519
H -0.439 6.339 4.364 -0.242 -0.002 0.640
H 0.236 4.839 2.392 -0.809 0.110 0.516
H 1.760 5.444 2.613 0.430 0.447 -0.464
H 0.892 7.862 2.169 0.509 -0.270 0.508
H -0.689 7.263 2.234 -0.294 -0.303 -0.120
H 0.321 7.789 0.057 -0.107 -0.046 -0.423
H -0.349 6.179 -0.055 0.102 -0.223 0.291
H 1.423 6.457 0.080 -0.008 -0.296 0.226
C 0.193 0.828 -2.501 -2.283 -1.748 -2.674
O -1.057 1.121 -1.868 -1.757 2.252 0.876
O 0.015 0.744 -3.863 1.708 1.267 1.753
C 1.324 1.682 -1.845 -1.505 -0.828 -1.180
F 2.494 1.113 -1.961 2.190 -1.350 -0.616
F 1.416 2.820 -2.525 0.011 1.480 0.637
F 1.232 1.853 -0.499 -0.770 0.866 -0.140
C -1.672 2.461 -2.012 0.375 -0.944 0.727
C -2.993 2.498 -1.258 0.116 -0.120 0.570
H -3.687 1.688 -1.483 0.109 -0.070 -0.210
H -2.781 2.480 -0.189 -0.065 -0.333 0.133
H -3.507 3.450 -1.389 0.018 0.058 -0.367
H -1.835 2.833 -3.024 0.456 -0.590 -0.302
H -1.062 3.180 -1.465 0.453 0.190 -0.303
H 0.254 -0.211 -2.175 0.998 -0.326 0.946
N -5.121 6.786 2.663 0.100 -0.032 1.151
O -6.248 6.588 2.239 -1.866 -1.198 -1.234
O -4.284 5.896 2.800 1.056 -2.387 -0.466
O -4.832 7.881 3.072 0.764 3.300 0.720
```
Forces are in eV/Å.

Net charge: +3
E_HOMO in eV: -9.29
Energy in eV: -156421.0024
Orbital gap in Eh: 0.196
F_max in eV/A: 3.9